Formula: C6H15O2P
Source: OMol25
Level of theory: the ωB97M-V functional and the def2-TZVPD basis

Output
Total charge = 0
DFT total energy = -19847.270 eV
SMILES = COCCOCP(C)C
Gap between HOMO and LUMO = 9.028 eV
HOMO energy = -8.12 eV
Lowest unoccupied orbital energy = 0.0335 hartree
Molecular weight = 150.2 g mol⁻¹
Energy above the lowest of the compared OMol25 structures with the same formula, charge and spin = 94.32 kcal/mol

```
24
C6H15O2P (the ωB97M-V functional and the def2-TZVPD basis)
P 2.162 -1.215 -0.430
O 0.437 0.556 -1.344
O -2.917 1.911 -0.569
C 0.711 -0.048 -0.105
C -1.986 0.864 -0.835
C -2.978 2.174 0.813
C -0.638 1.464 -1.280
C 3.288 -1.138 1.071
C 1.397 -2.934 -0.362
H -0.402 2.363 -0.691
H 4.269 -1.543 0.813
H 0.832 -3.005 0.579
H 2.153 -3.711 -0.440
H -2.416 0.271 -1.647
H -3.176 1.280 1.420
H -2.046 2.634 1.169
H 2.902 -1.743 1.903
H 0.953 0.661 0.699
H -0.111 -0.687 0.256
H -0.781 1.826 -2.302
H 0.662 -2.978 -1.169
H 3.423 -0.110 1.415
H -1.937 0.237 0.059
H -3.802 2.871 0.977
```

Löwdin atomic charge list, values in e, 8 entries: 0.90 -0.22 -0.19 -0.42 -0.20 -0.12 -0.20 -0.32

Formula: C24H72O12S12
Source: OMol25
Level of theory: the ωB97M-V functional and the def2-TZVPD basis

Output
Total charge = 0
DFT total energy = -180621.871 eV
Gap between HOMO and LUMO = 7.887 eV
HOMO energy = -8.04 eV
Lowest unoccupied orbital energy = -0.0057 hartree
Molecular weight = 937.6 g mol⁻¹
Energy above the lowest of the compared OMol25 structures with the same formula, charge and spin = 380.19 kcal/mol

```
120
C24H72O12S12 (the ωB97M-V functional and the def2-TZVPD basis)
S -5.413 3.370 1.413
S -4.733 0.204 -2.255
S -3.992 -0.821 4.282
S 1.550 -4.526 2.309
S -3.783 -3.487 -0.878
S 3.789 1.183 4.439
S 4.365 -0.411 -4.011
S 3.375 3.972 -3.835
S 0.655 5.723 2.539
S 0.559 -0.413 -0.151
S 0.244 1.582 -3.683
S 0.511 -4.448 -1.531
O -3.834 0.542 4.989
O 2.872 -0.460 -3.602
O -0.521 1.298 -2.365
O 1.558 6.968 2.164
O 0.373 -5.930 -1.807
O 2.907 5.352 -4.354
O -2.848 -4.389 -1.702
O 0.838 -1.559 0.798
O 1.693 -6.010 2.803
O 5.222 0.875 4.410
O -5.356 3.344 -0.145
O -4.858 -1.340 -2.638
C -0.403 0.785 0.737
C 2.182 0.269 -0.475
C -0.295 0.235 -4.722
C -2.386 -1.343 3.884
C -3.471 0.857 -3.350
C -0.525 2.940 -4.606
C 5.084 4.116 -3.447
C -2.819 -3.050 0.516
C 4.387 0.005 -5.755
C -0.467 5.500 1.163
C -4.856 -4.675 0.008
C 1.666 4.391 2.383
C 0.611 -3.608 3.537
C -6.067 1.693 1.800
C 3.443 1.072 6.199
C 2.849 4.078 -2.144
C -3.709 3.137 1.956
C -4.298 -1.984 5.619
C -3.678 0.268 -0.861
C 4.730 -2.211 -3.943
C -0.069 -3.527 -2.953
C 3.151 -3.881 2.335
C 2.280 -4.161 -1.785
C 3.043 -0.304 3.978
H -3.703 3.001 2.903
H -2.009 -0.907 2.826
H -6.690 1.237 1.082
H 2.797 -0.433 -1.130
H -5.437 -4.205 0.944
H 3.939 0.284 6.663
H -1.189 4.699 1.503
H 5.055 -2.583 -3.050
H 3.861 -2.767 -4.455
H 5.707 3.540 -4.193
H 3.822 -4.101 1.483
H 0.684 -2.547 3.167
H 3.007 3.214 -1.786
H 5.551 -2.130 -4.477
H 2.380 0.872 6.531
H 2.560 -4.395 -2.765
H -3.490 -2.472 1.278
H 3.536 -0.659 -6.073
H -0.060 5.231 0.337
H 1.952 -0.374 4.359
H -0.119 2.929 -5.537
H -5.189 1.210 2.023
H -3.356 -1.547 6.153
H -0.284 -0.769 -4.138
H -3.757 0.937 -4.406
H 5.354 -0.231 -6.091
H -5.293 -1.832 6.122
H 0.443 -2.484 -2.955
H 3.774 1.966 6.729
H -0.994 6.181 0.971
H -2.898 1.658 -3.166
H 2.679 -4.723 -0.953
H -1.463 0.329 0.857
H 5.420 5.065 -3.653
H 5.368 3.818 -2.398
H 3.462 -1.363 4.321
H -5.488 -4.991 -0.613
H 1.043 -4.008 4.377
H -2.201 -2.296 0.170
H -4.018 -5.330 0.510
H 1.613 4.065 -2.062
H 1.035 3.379 2.436
H -4.139 -0.399 -0.105
H -0.489 -3.779 3.589
H -2.425 -3.843 1.122
H -2.449 -2.344 3.818
H 3.051 -2.745 2.460
H 2.941 -0.498 2.776
H -1.229 -3.517 -3.191
H -3.292 2.070 1.557
H -2.674 0.142 -0.949
H -0.317 1.677 0.178
H -1.579 2.663 -4.558
H 2.508 -3.112 -1.694
H -6.635 1.757 2.662
H -2.844 0.013 -3.430
H 3.242 4.960 -1.610
H -3.332 3.815 1.636
H 2.513 4.274 1.631
H 0.152 1.038 1.548
H 0.208 -4.003 -3.821
H 3.790 -4.080 3.173
H -0.171 3.818 -4.008
H -4.398 -2.979 5.423
H -1.160 0.279 -4.854
H -1.649 -1.380 4.693
H 0.137 0.427 -5.696
H 2.160 4.377 3.353
H -3.775 1.240 -0.283
H 2.714 0.303 0.536
H 2.154 1.245 -1.014
H 4.026 0.888 -6.046
```

Löwdin atomic charge list, values in e, 8 entries: 0.93 0.91 0.79 0.81 0.85 0.77 0.86 0.82

Formula: C5H12O2
Source: OMol25
Level of theory: the ωB97M-V functional and the def2-TZVPD basis

Output
Total charge = 0
DFT total energy = -9474.437 eV
SMILES = CC[C@@H](O)CCO
Gap between HOMO and LUMO = 10.863 eV
HOMO energy = -9.92 eV
Lowest unoccupied orbital energy = 0.0347 hartree
Molecular weight = 104.1 g mol⁻¹
Energy above the lowest of the compared OMol25 structures with the same formula, charge and spin = 16.12 kcal/mol

```
19
C5H12O2 (the ωB97M-V functional and the def2-TZVPD basis)
O 2.201 0.807 1.730
O -0.405 0.756 1.051
C -0.090 0.145 -0.216
C 1.333 -0.418 -0.217
C -1.195 -0.844 -0.577
C 2.337 0.599 0.343
C -2.556 -0.150 -0.599
H -0.519 0.037 1.691
H 1.618 -0.668 -1.248
H 1.299 1.151 1.831
H -1.191 -1.660 0.163
H -3.371 -0.847 -0.810
H -0.984 -1.311 -1.547
H 2.219 1.546 -0.211
H 3.363 0.254 0.179
H -2.750 0.333 0.363
H -0.124 0.982 -0.927
H -2.572 0.635 -1.364
H 1.387 -1.349 0.364
```

Löwdin atomic charge list, values in e, 8 entries: -0.08 -0.06 -0.40 -0.14 -0.22 -0.27 -0.10 0.11

Formula: C22H20InN2OS2
Source: OMol25
Level of theory: the ωB97M-V functional and the def2-TZVPD basis

Output
Total charge = +1
DFT total energy = -55005.123 eV
Gap between HOMO and LUMO = 7.752 eV
HOMO energy = -11.42 eV
Lowest unoccupied orbital energy = -0.1348 hartree
Molecular weight = 507.4 g mol⁻¹
Energy above the lowest of the compared OMol25 structures with the same formula, charge and spin = 0.00 kcal/mol

```
48
C22H20InN2OS2 (the ωB97M-V functional and the def2-TZVPD basis)
In -0.169 1.043 2.236
S 0.879 3.031 1.534
S 1.400 3.600 -1.271
O -1.772 0.235 3.081
N -0.446 1.840 -0.618
N -1.074 1.033 0.313
C -2.785 -0.528 0.946
C 3.400 0.378 2.279
C 1.107 -1.136 1.828
C -3.691 -1.462 0.396
C 3.261 -0.364 -2.554
C 1.463 -0.762 3.140
C -2.579 -0.571 2.355
C -2.782 0.616 -1.353
C -4.164 -2.400 2.535
C -2.159 0.400 -0.006
C 1.081 2.736 -2.836
C 0.430 2.662 -0.162
C -3.294 -1.506 3.114
C 1.537 1.300 -2.839
C 1.899 -0.731 0.747
C 2.615 -0.002 3.356
C 3.042 0.019 0.983
C 2.849 0.960 -2.525
C 0.647 0.290 -3.189
C 2.365 -1.367 -2.905
C 1.057 -1.036 -3.228
C -4.360 -2.389 1.155
H 0.022 2.815 -3.072
H -3.856 -1.461 -0.671
H 2.690 -2.398 -2.938
H -2.439 1.550 -1.783
H 2.897 0.273 4.364
H 1.634 3.329 -3.566
H 0.869 -1.116 3.975
H 0.242 -1.773 1.669
H 3.653 0.333 0.147
H 4.294 0.963 2.446
H 3.554 1.738 -2.252
H 1.624 -1.000 -0.266
H -3.133 -1.493 4.184
H -3.866 0.619 -1.277
H 0.357 -1.809 -3.520
H -0.370 0.551 -3.452
H -5.034 -3.091 0.687
H 4.287 -0.614 -2.319
H -4.694 -3.109 3.157
H -2.488 -0.194 -2.024
```

Löwdin atomic charge list, values in e, 8 entries: 0.83 0.66 0.95 -0.18 -0.02 -0.06 -0.10 -0.05

Formula: CH6OS
Source: OMol25
Level of theory: the ωB97M-V functional and the def2-TZVPD basis

Output
Total charge = 0
DFT total energy = -14016.290 eV
SMILES = CO.S
Gap between HOMO and LUMO = 10.652 eV
HOMO energy = -9.94 eV
Lowest unoccupied orbital energy = 0.0263 hartree
Molecular weight = 66.1 g mol⁻¹
Energy above the lowest of the compared OMol25 structures with the same formula, charge and spin = 12.79 kcal/mol

```
9
CH6OS (the ωB97M-V functional and the def2-TZVPD basis)
S -0.618 -0.509 -2.121
O 0.213 0.070 1.634
C 0.980 0.645 2.673
H 0.335 1.126 3.406
H -1.596 0.401 -1.928
H 0.288 0.536 0.776
H 1.540 -0.157 3.147
H 1.683 1.381 2.283
H 0.306 0.398 -2.541
```

Löwdin atomic charge list, values in e, 8 entries: 0.46 -0.15 -0.17 0.07 -0.21 0.06 0.07 0.08

Formula: C2H7Cl3NSi
Source: OMol25
Level of theory: the ωB97M-V functional and the def2-TZVPD basis

Output
Total charge = +1
DFT total energy = -49116.529 eV
Gap between HOMO and LUMO = 8.993 eV
HOMO energy = -12.85 eV
Lowest unoccupied orbital energy = -0.1418 hartree
Molecular weight = 179.5 g mol⁻¹
Energy above the lowest of the compared OMol25 structures with the same formula, charge and spin = 60.50 kcal/mol

```
14
C2H7Cl3NSi (the ωB97M-V functional and the def2-TZVPD basis)
Cl -3.104 -1.414 1.091
Cl 1.243 2.425 1.225
Cl -2.849 0.960 -1.413
Si -1.973 -0.338 -0.069
N 0.547 0.450 -1.142
C 0.795 -1.196 0.585
C -0.198 -0.364 -0.141
H 0.472 -1.970 1.225
H 1.497 -0.598 1.174
H 1.060 1.258 -0.686
H -0.163 0.952 -1.891
H 1.340 -1.683 -0.256
H 0.204 1.751 1.810
H 1.130 -0.233 -1.513
```

Löwdin atomic charge list, values in e, 8 entries: 0.47 0.36 0.35 -0.07 0.09 -0.12 -0.57 0.07

Q: Which formula does entry 3 have?
A: C5H12O2

What did the third record say?
Formula: C5H12O2
Source: OMol25
Level of theory: the ωB97M-V functional and the def2-TZVPD basis

Output
Total charge = 0
DFT total energy = -9474.437 eV
SMILES = CC[C@@H](O)CCO
Gap between HOMO and LUMO = 10.863 eV
HOMO energy = -9.92 eV
Lowest unoccupied orbital energy = 0.0347 hartree
Molecular weight = 104.1 g mol⁻¹
Energy above the lowest of the compared OMol25 structures with the same formula, charge and spin = 16.12 kcal/mol

```
19
C5H12O2 (the ωB97M-V functional and the def2-TZVPD basis)
O 2.201 0.807 1.730
O -0.405 0.756 1.051
C -0.090 0.145 -0.216
C 1.333 -0.418 -0.217
C -1.195 -0.844 -0.577
C 2.337 0.599 0.343
C -2.556 -0.150 -0.599
H -0.519 0.037 1.691
H 1.618 -0.668 -1.248
H 1.299 1.151 1.831
H -1.191 -1.660 0.163
H -3.371 -0.847 -0.810
H -0.984 -1.311 -1.547
H 2.219 1.546 -0.211
H 3.363 0.254 0.179
H -2.750 0.333 0.363
H -0.124 0.982 -0.927
H -2.572 0.635 -1.364
H 1.387 -1.349 0.364
```

Löwdin atomic charge list, values in e, 8 entries: -0.08 -0.06 -0.40 -0.14 -0.22 -0.27 -0.10 0.11

Q: Which value of energy above the lowest of the compared OMol25 structures with the same formula, charge and spin does entry 3 give?
A: 16.12 kcal/mol